ORCA calculation (ωB97M-V/def2-TZVPD) on a cluster of 11 separate species, C52H69N12O3 in total.

Geometry as XYZ:
```
136
Properties=species:S:1:pos:R:3:lowdin_charge:R:1
C 3.6680 4.8355 0.9984 -0.092
C 2.1491 4.9019 1.0440 -0.224
C 1.5246 3.6103 1.5977 -0.116
C 1.3289 2.5579 0.5665 -0.167
C 1.9866 1.3469 0.5463 0.095
C 1.6919 0.4168 -0.4332 -0.052
C 2.2986 -0.9602 -0.3411 -0.434
O 1.5827 -1.9146 -0.4322 0.156
O 3.5732 -1.0030 0.0295 0.039
C 4.5342 -0.2662 -0.7704 -0.102
C 5.8417 -0.2715 -0.0174 -0.357
O 5.6975 0.3740 1.2405 -0.003
C 6.9556 0.3216 -0.8700 -0.213
N 6.5406 1.5309 -1.5778 0.016
C 0.7380 0.6949 -1.4090 0.042
C 0.1393 1.9157 -1.3976 0.012
N 0.4481 2.7957 -0.4258 0.164
H 4.0802 4.4404 1.9242 0.075
H 4.0221 4.2257 0.1684 0.070
H 4.0815 5.8291 0.8503 0.082
H 1.8272 5.7388 1.6558 0.109
H 1.7807 5.0726 0.0321 0.104
H 2.2023 3.1852 2.3345 0.122
H 0.5852 3.7985 2.1158 0.137
H 2.7007 1.1184 1.3232 0.150
H 4.2125 0.7593 -0.9415 0.114
H 4.6290 -0.7724 -1.7284 0.149
H 6.0977 -1.3031 0.2085 0.159
H 5.4935 1.3019 1.0833 0.083
H 7.2684 -0.4247 -1.5959 0.126
H 7.8058 0.4837 -0.2059 0.124
H 6.6139 2.3392 -0.9760 0.069
H 7.1295 1.7051 -2.3776 0.077
H 0.4433 -0.0598 -2.1225 0.122
H -0.6143 2.2120 -2.1082 0.150
H -0.0377 3.6838 -0.4115 0.187
N 0.8044 -2.9459 2.2053 0.033
C -0.3434 -3.4169 2.7674 -0.123
C -0.2591 -3.2120 4.1215 -0.127
C 1.0001 -2.5993 4.3800 -0.123
C 1.6338 -2.4554 3.1736 -0.122
H 1.0124 -2.9516 1.2227 0.105
H -1.1285 -3.8453 2.1670 0.112
H -1.0260 -3.4674 4.8356 0.085
H 1.3965 -2.3023 5.3375 0.090
H 2.5967 -2.0401 2.9264 0.109
N 0.6320 -6.4249 4.3024 0.017
C 1.8786 -6.9732 4.4140 -0.135
C 1.7311 -8.3298 4.5417 -0.106
C 0.3377 -8.6107 4.4926 -0.109
C -0.3095 -7.4114 4.3468 -0.176
H 0.4236 -5.4470 4.1856 0.093
H 2.7602 -6.3561 4.3931 0.104
H 2.5307 -9.0431 4.6478 0.090
H -0.1302 -9.5793 4.5463 0.090
H -1.3569 -7.1783 4.2540 0.103
N 2.5188 6.6094 4.7441 -0.007
C 2.4663 7.8624 5.2944 -0.135
C 1.3029 7.9560 6.0071 -0.101
C 0.6254 6.7121 5.8851 -0.105
C 1.3996 5.9009 5.1017 -0.155
H 3.2694 6.2629 4.1779 0.130
H 3.2579 8.5741 5.1367 0.108
H 0.9738 8.8182 6.5613 0.095
H -0.3186 6.4444 6.3283 0.091
H 1.2551 4.8827 4.7803 0.089
N 1.3246 0.7748 -5.0508 0.006
C 0.6161 1.7182 -5.7486 -0.150
C 0.2994 1.1814 -6.9685 -0.104
C 0.8411 -0.1327 -7.0101 -0.084
C 1.4749 -0.3497 -5.8174 -0.151
H 1.6997 0.8927 -4.1294 0.119
H 0.4038 2.6859 -5.3239 0.106
H -0.2528 1.6753 -7.7514 0.102
H 0.7738 -0.8332 -7.8250 0.104
H 2.0125 -1.2070 -5.4472 0.112
N -2.8651 2.5148 -6.2943 0.009
C -3.5848 3.5522 -5.7684 -0.141
C -4.8715 3.4389 -6.2221 -0.129
C -4.9283 2.2882 -7.0565 -0.103
C -3.6737 1.7422 -7.0813 -0.130
H -1.8894 2.3400 -6.1364 0.090
H -3.1262 4.2830 -5.1244 0.101
H -5.6840 4.1035 -5.9760 0.094
H -5.7899 1.9071 -7.5784 0.096
H -3.2909 0.8731 -7.5875 0.109
N -0.0832 -2.9500 -4.3942 0.009
C -0.7812 -4.1208 -4.4971 -0.113
C -0.5730 -4.8386 -3.3486 -0.100
C 0.2881 -4.0722 -2.5185 -0.093
C 0.5728 -2.9144 -3.1927 -0.162
H -0.0573 -2.2243 -5.0886 0.109
H -1.3658 -4.3437 -5.3727 0.112
H -0.9869 -5.8071 -3.1250 0.073
H 0.6566 -4.3460 -1.5441 0.079
H 1.1894 -2.0746 -2.9186 0.071
N -3.2215 -3.8790 6.5910 -0.008
C -3.7556 -2.6851 6.9953 -0.145
C -4.9763 -2.5495 6.3910 -0.111
C -5.1858 -3.7067 5.5910 -0.109
C -4.0859 -4.5081 5.7359 -0.145
H -2.3337 -4.2422 6.8847 0.137
H -3.2277 -2.0410 7.6775 0.105
H -5.6493 -1.7180 6.5138 0.090
H -6.0483 -3.9270 4.9853 0.091
H -3.8488 -5.4675 5.3095 0.102
N -6.0439 5.7397 -8.5215 0.007
C -5.3750 6.8952 -8.2281 -0.148
C -5.7561 7.8443 -9.1389 -0.114
C -6.6922 7.2341 -10.0179 -0.112
C -6.8475 5.9362 -9.6100 -0.139
H -5.9520 4.8798 -8.0127 0.098
H -4.6885 6.9433 -7.4004 0.100
H -5.4046 8.8616 -9.1732 0.088
H -7.1927 7.6958 -10.8520 0.090
H -7.4596 5.1416 -10.0002 0.105
N -2.0135 -8.0848 0.4346 0.014
C -1.1898 -7.1044 0.9083 -0.124
C -1.2142 -6.0732 0.0043 -0.109
C -2.0883 -6.4498 -1.0532 -0.121
C -2.5660 -7.6978 -0.7559 -0.125
H -2.1819 -8.9620 0.8913 0.147
H -0.6580 -7.2218 1.8369 0.084
H -0.6599 -5.1525 0.0862 0.061
H -2.3358 -5.8719 -1.9279 0.070
H -3.2471 -8.3389 -1.2879 0.109
N -0.0397 0.2769 5.7851 0.012
C 1.1300 0.6719 6.3726 -0.147
C 0.9848 1.9774 6.7633 -0.116
C -0.3272 2.3845 6.3952 -0.120
C -0.9327 1.3118 5.7942 -0.142
H -0.2120 -0.6317 5.3905 0.106
H 1.9617 -0.0049 6.4690 0.101
H 1.7291 2.5702 7.2677 0.091
H -0.7775 3.3479 6.5656 0.086
H -1.9206 1.1954 5.3826 0.106
```

Summary:
HOMO energy	-9.3	eV
total charge	+1
maximum force	0.44	eV/Å
orbital gap	0.158	Ha
LUMO level	-4.97	eV